(1)
ORCA calculation (ωB97M-V/def2-TZVPD) on a molecular structure, C27H22N3O2PdS in a non-equilibrium geometry.

Structure (XYZ):
```
56
Properties=species:S:1:pos:R:3:lowdin_spin:R:1
Pd 10.69 9.86 12.14 1.2398
C 7.88 6.40 12.06 0.0065
C 6.64 6.98 11.89 -0.0005
C 6.56 8.38 11.82 0.0054
C 7.73 9.14 11.96 0.0277
C 9.00 8.56 12.14 0.1796
C 9.05 7.15 12.21 0.0309
C 7.70 10.59 11.86 0.0072
C 6.49 11.37 11.69 0.0016
C 6.51 12.72 11.63 -0.0014
C 7.75 13.39 11.72 0.0024
C 7.99 14.82 11.57 0.0002
C 9.28 15.30 11.65 0.0002
C 10.35 14.47 11.87 -0.0006
C 10.19 13.12 12.03 0.0003
C 8.87 12.57 11.89 0.0078
N 8.84 11.21 11.94 0.0737
H 7.93 5.32 12.20 0.0012
H 5.75 6.41 11.85 0.0000
H 5.61 8.81 11.65 0.0013
H 9.95 6.65 12.47 0.0046
H 5.49 10.86 11.69 0.0005
H 5.58 13.30 11.56 -0.0001
H 7.09 15.39 11.41 0.0001
H 9.41 16.36 11.56 0.0000
H 11.33 14.92 11.88 -0.0001
H 11.03 12.40 12.10 -0.0006
O 11.76 11.71 15.78 0.0101
C 11.89 11.04 14.76 0.0087
O 10.91 10.65 14.05 0.1354
C 13.34 10.59 14.39 0.0090
C 14.27 10.65 15.48 -0.0013
C 15.60 10.31 15.29 0.0092
C 16.09 10.02 14.03 -0.0008
C 15.18 9.96 13.00 0.0136
C 13.80 10.09 13.17 0.0134
S 12.93 9.74 11.68 0.1913
H 13.96 11.01 16.43 0.0001
H 16.17 10.42 16.22 0.0007
H 17.15 9.78 13.79 -0.0003
H 15.47 9.72 12.00 0.0032
C 10.31 11.61 5.37 0.0000
C 10.67 10.74 6.52 0.0000
C 11.30 9.48 6.52 0.0002
C 11.32 9.15 7.90 0.0005
N 10.77 10.08 8.67 0.0149
N 10.34 10.99 7.79 0.0009
C 11.89 7.93 8.57 0.0019
H 10.00 12.62 5.74 0.0000
H 9.48 11.24 4.73 0.0000
H 11.20 11.67 4.72 0.0000
H 11.62 8.85 5.69 0.0000
H 10.09 11.92 8.19 0.0000
H 11.16 7.51 9.27 0.0015
H 12.83 8.18 9.12 -0.0001
H 12.08 7.18 7.81 0.0000
```

Properties
* Kohn-Sham gap (spin up / spin down): 6.263 / 6.655 eV
* total charge: -1
* E_HOMO (spin up / spin down): -3.82 / -4.28 eV
* multiplicity: 3
* energy relative to the best compared isomer or geometry (same formula, charge and spin): 0.0 kcal/mol

---

(2)
ORCA calculation (ωB97M-V/def2-TZVPD) on 2 unconnected molecules or ions with the total composition C3H2N2O4 in a non-equilibrium geometry.

Structure (XYZ):
```
11
Properties=species:S:1:pos:R:3:mulliken_charge:R:1
C -0.92 -1.36 -0.29 -0.0743
C -0.47 -0.04 -0.01 0.1605
C -1.32 1.17 -0.10 0.4420
N 0.82 0.06 0.40 -0.6521
N 2.86 -0.40 -0.49 0.1018
O -2.53 1.08 -0.34 -0.7595
O 3.67 0.13 0.26 -0.3912
O -0.85 2.23 0.30 -0.7431
O -0.34 -2.40 0.00 -0.6255
H -2.02 -1.49 -0.50 0.3049
H 1.11 1.02 0.78 0.2365
```

Properties
* Kohn-Sham gap (spin up / spin down): 4.961 / 6.936 eV
* total charge: -2
* E_HOMO (spin up / spin down): 2.02 / 0.02 eV
* multiplicity: 1
* energy relative to the best compared isomer or geometry (same formula, charge and spin): 9.2 kcal/mol

---

(3)
ORCA calculation (ωB97M-V/def2-TZVPD) on 3 unconnected molecules or ions with the total composition C23H27F21I2N2O4PS in a non-equilibrium geometry.

Structure (XYZ):
```
81
Properties=species:S:1:pos:R:3:mulliken_charge:R:1
C 1.10 -3.05 2.88 -0.6890
C 0.77 -1.58 3.46 -0.3053
I 2.05 -1.31 5.24 0.1477
C -0.74 -1.41 3.95 -1.5278
I -1.37 -2.93 5.41 0.1763
C -1.81 -1.36 2.77 0.5355
C -2.02 -2.64 1.82 -0.8313
N -2.89 -2.01 0.74 0.4618
C -3.49 -2.91 -0.30 -0.6127
C -5.07 -3.10 -0.14 -0.5235
C -5.56 -3.37 1.36 -0.5761
C -7.15 -3.12 1.37 0.7198
F -7.74 -3.93 2.37 -0.2828
F -7.71 -3.39 0.11 -0.2820
C -7.49 -1.60 1.80 0.5122
F -8.64 -1.17 1.11 -0.2516
F -6.47 -0.70 1.46 -0.1721
F -7.76 -1.48 3.16 -0.2380
C -2.03 -0.84 0.28 0.0989
N -0.67 -1.15 -0.25 -0.3507
C -0.11 -0.06 -0.69 -0.0851
S 0.56 1.45 -0.65 0.3083
P -2.87 0.29 -1.02 0.4062
O -4.55 0.36 -0.76 -0.4544
O -2.68 -0.35 -2.60 -0.5347
C -1.80 -0.13 1.72 -1.0437
H 1.28 -2.97 1.75 0.0931
H 0.24 -3.79 3.02 0.2158
H 2.04 -3.46 3.37 0.3755
H 1.04 -0.81 2.65 0.4108
H -0.80 -0.41 4.49 0.6611
H -2.80 -1.35 3.35 0.2934
H -2.68 -3.49 2.19 0.4640
H -1.12 -3.14 1.36 0.3788
H -3.58 -1.50 1.34 0.1595
H -3.01 -3.95 -0.23 0.4270
H -3.29 -2.57 -1.37 0.2232
H -5.33 -4.04 -0.74 0.4266
H -5.62 -2.25 -0.66 0.3634
H -5.34 -4.43 1.74 0.3804
H -5.14 -2.66 2.14 0.0588
H -4.79 1.31 -0.67 0.3648
H -1.93 -0.98 -2.57 0.3994
H -0.99 0.67 1.79 0.3802
H -2.77 0.43 1.93 0.3596
C 3.91 -1.87 -4.57 -0.7542
C 4.76 -0.58 -4.59 0.8924
C 6.16 -0.67 -3.98 0.0811
F 6.14 -0.98 -2.67 -0.2028
F 6.79 0.53 -4.07 -0.2702
F 4.04 0.43 -4.03 -0.2431
F 4.91 -0.24 -5.91 -0.3305
O 2.94 -2.00 -3.52 -0.3689
C 3.38 -2.50 -2.27 0.7858
C 3.24 -1.47 -1.15 1.2726
F 3.95 -0.35 -1.41 -0.1995
F 3.71 -1.97 0.02 -0.2795
F 4.62 -2.99 -2.39 -0.2763
F 2.58 -3.56 -2.00 -0.2983
H 3.31 -1.85 -5.48 0.3991
H 4.53 -2.77 -4.67 0.3345
H 6.77 -1.41 -4.50 0.2824
H 2.20 -1.18 -1.01 -0.8502
C 2.98 5.60 -1.51 -0.9082
C 1.96 4.75 -0.73 1.0080
C 0.87 5.51 0.02 0.0800
F 1.35 6.33 0.96 -0.2119
F 0.04 4.64 0.65 -0.2523
F 2.63 3.91 0.10 -0.2679
F 1.34 3.95 -1.65 -0.3350
O 4.24 5.87 -0.87 -0.3961
C 4.32 6.95 0.03 0.7529
C 4.62 6.51 1.46 0.1946
F 3.68 5.66 1.93 -0.2126
F 4.63 7.58 2.30 -0.2553
F 3.20 7.70 -0.07 -0.2732
F 5.32 7.73 -0.42 -0.2907
H 3.26 5.02 -2.39 0.4669
H 2.54 6.52 -1.91 0.3635
H 0.26 6.11 -0.67 0.2732
H 5.59 6.01 1.52 0.2486
```

Properties
* Kohn-Sham gap: 7.610 eV
* total charge: +1
* E_HOMO: -11.61 eV
* multiplicity: 1

---

(4)
ORCA calculation (ωB97M-V/def2-TZVPD) on 2 unconnected molecules or ions with the total composition C7H16N2O6 in a non-equilibrium geometry.

Structure (XYZ):
```
31
Properties=species:S:1:pos:R:3:mulliken_charge:R:1
C 4.67 1.38 0.75 -1.3305
C 3.87 0.64 -0.30 0.0905
O 4.48 -0.36 -1.10 -0.5431
C 2.64 -0.01 0.33 0.1728
N 3.01 -1.02 1.25 -0.7135
C 1.74 -0.56 -0.76 0.3885
O 1.15 0.16 -1.53 -0.6061
O 1.60 -1.92 -0.73 -0.4812
H 4.95 0.73 1.60 0.3311
H 4.08 2.18 1.14 0.3558
H 5.58 1.80 0.32 0.3697
H 3.45 1.43 -0.99 0.2709
H 5.10 0.00 -1.65 0.3493
H 2.06 0.80 0.80 0.4905
H 3.46 -1.73 0.80 0.2368
H 2.25 -1.35 1.78 0.2423
H 0.95 -2.11 -1.47 0.3764
N -4.21 0.37 1.46 -0.6655
C -4.27 -0.22 0.15 0.4945
C -4.18 0.76 -1.03 -0.7938
O -4.97 1.93 -0.71 -0.5606
C -3.29 -1.38 0.03 0.3663
O -3.51 -2.23 -0.83 -0.5691
O -2.21 -1.39 0.91 -0.4548
H -4.67 1.25 1.40 0.2849
H -3.26 0.53 1.76 0.2377
H -5.24 -0.66 0.06 0.2287
H -3.21 1.08 -1.17 0.3953
H -4.54 0.29 -1.89 0.3688
H -5.84 1.80 -1.04 0.3228
H -1.64 -2.17 0.66 0.3443
```

Properties
* Kohn-Sham gap: 9.666 eV
* E_HOMO: -9.30 eV
* multiplicity: 1
* SMILES: C[C@@H](O)[C@H](N)C(=O)O.N[C@@H](CO)C(=O)O
* energy relative to the best compared isomer or geometry (same formula, charge and spin): 0.0 kcal/mol

---

(5)
ORCA calculation (ωB97M-V/def2-TZVPD) on 2 unconnected molecules or ions with the total composition C10H8N2O2 in a non-equilibrium geometry.

Structure (XYZ):
```
22
Properties=species:S:1:pos:R:3:mulliken_charge:R:1
C -3.03 1.22 0.48 -0.3988
C -1.76 1.63 0.78 -0.3975
C -0.65 0.95 0.24 -0.6651
C -0.88 -0.23 -0.48 0.8849
C 0.38 -0.84 -0.94 0.2029
C 0.83 -2.10 -0.79 -0.3710
O 2.05 -2.21 -1.31 -0.2816
C 2.33 -0.97 -1.77 -0.0916
N 1.39 -0.12 -1.55 -0.5502
C -2.12 -0.70 -0.78 -0.6459
C -3.24 0.04 -0.26 -0.4313
H -3.79 1.92 0.86 0.3166
H -1.60 2.43 1.48 0.3459
H 0.33 1.20 0.41 0.4648
H 0.30 -3.09 -0.56 0.3165
H 3.33 -0.69 -1.83 0.4166
H -2.36 -1.39 -1.51 0.4853
H -4.23 -0.32 -0.50 0.3781
N 2.85 1.14 2.59 -0.4957
C 3.51 0.48 1.85 0.5983
O 4.27 -0.11 1.22 -0.3982
H 2.08 1.75 2.37 0.3169
```

Properties
* Kohn-Sham gap: 9.674 eV
* E_HOMO: -9.00 eV
* multiplicity: 1
* SMILES: c1ccc(-c2cocn2)cc1.N=C=O
* energy relative to the best compared isomer or geometry (same formula, charge and spin): 0.0 kcal/mol